Entry 1:
The following is a DFT calculation (ωB97M-V with the def2-TZVPD basis set) of an isolated molecule of C4H5NO3 at a distorted geometry.

CARTESIAN COORDINATES (ANGSTROEM)
O: -2.63092 -0.16366 0.28897
C: -1.32946 0.07403 0.00028
C: -0.57887 1.22941 0.00610
C: 0.71181 0.68329 -0.05006
O: 1.89115 1.33533 0.05597
N: 0.70899 -0.67516 -0.18003
O: 1.79508 -1.29592 0.40861
C: -0.70054 -1.06732 -0.17541
H: -3.01249 0.79510 0.24258
H: -0.83698 2.28125 -0.06787
H: 2.67893 0.86218 0.36706
H: 2.16586 -1.89783 -0.39966
H: -0.86257 -2.16070 -0.49654

Computed properties:
HOMO in hartree: -0.2795
LUMO in eV: 0.38
Gap between HOMO and LUMO in eV: 7.99
Energy in a.u.: -435.75540
ΔE to the lowest compared entry with this formula, charge and spin in kcal/mol: 103.60
SMILES: Oc1cc(O)n(O)c1

Entry 2:
The following is a DFT calculation (ωB97M-V with the def2-TZVPD basis set) of an isolated molecule of C27H35B3F2N4O8S3 at a distorted geometry.

CARTESIAN COORDINATES (ANGSTROEM)
C: 7.83885 1.58115 0.59073
C: 6.24551 2.03516 0.37698
B: 5.35266 0.66442 0.60641
O: 5.87496 -0.31789 1.62057
C: 3.96323 0.27856 -0.21350
C: 4.05072 -0.97913 -1.31254
N: 5.35317 -1.72168 -1.54659
C: 6.26641 -0.94737 -2.51740
O: 5.77254 -0.11356 -3.45576
F: 7.74036 -1.19682 -2.32793
C: 5.14795 -3.05782 -2.22853
O: 4.91833 -4.23003 -1.61025
F: 5.17783 -3.05529 -3.73900
C: 2.62267 -1.32348 -2.11220
C: 1.20421 -0.49468 -1.80243
B: -0.12313 -0.99121 -2.69603
O: -0.98600 -0.08830 -3.48298
O: -0.41204 -2.44121 -2.69978
C: -0.39453 -2.92604 -1.31093
C: 1.12712 0.76190 -0.70130
C: 2.54338 1.11788 0.06365
S: 2.46620 2.58466 1.28528
C: 0.69518 2.47114 1.96689
C: 0.42052 2.94344 3.51325
B: 1.55829 3.56436 4.55093
N: 1.55460 5.03034 5.04488
O: 2.62539 2.69188 5.08937
C: -1.11263 2.81299 4.11340
C: -2.30564 2.22089 3.10942
C: -1.98902 1.74237 1.54640
C: -3.17796 1.12567 0.60011
C: -4.70334 1.38162 1.14376
C: -5.21923 0.33192 2.29230
S: -4.89786 -1.47563 1.92423
C: -6.01240 -2.14187 0.57445
S: -7.63611 -1.64216 0.35101
N: -5.45324 -3.15326 -0.40566
C: -4.96738 -4.41786 0.26552
C: -3.89217 -5.29854 -0.62133
C: -4.36000 -2.42023 -1.15087
C: -4.34715 -2.71876 -2.78747
C: -0.44468 1.88591 0.92076
N: -0.18894 1.48654 -0.51826
C: 0.02659 2.83304 -1.24017
C: -0.89939 3.01023 -2.58163
O: -2.21266 2.77631 -2.66224
O: -0.22302 3.48984 -3.82966
H: 8.60046 2.39574 0.23360
H: 7.98052 1.32063 1.74537
H: 7.95454 0.54323 0.02829
H: 6.08235 2.46731 -0.70173
H: 5.99283 2.82218 1.23773
H: 5.12243 -0.91402 1.92363
H: 2.59058 -2.18763 -2.93121
H: -0.40397 0.41833 -4.14074
H: -1.01266 -2.17107 -0.66305
H: 0.68744 -3.07328 -0.86236
H: -0.97411 -3.95418 -1.30096
H: 1.80234 5.68307 4.26537
H: 0.60982 5.27237 5.45403
H: 3.47896 3.19354 5.24331
H: -1.34349 3.14148 5.21462
H: -3.38490 2.17617 3.59795
H: -3.12427 1.62631 -0.48233
H: -2.90784 -0.01518 0.42236
H: -4.81800 2.50506 1.46743
H: -5.42411 1.22868 0.20502
H: -4.80914 0.54070 3.37510
H: -6.40044 0.46924 2.36721
H: -5.91784 -5.12059 0.43266
H: -4.49007 -4.27164 1.32356
H: -2.81242 -4.80931 -0.48255
H: -3.79648 -6.39983 -0.23684
H: -4.16529 -5.32754 -1.75980
H: -3.31543 -2.55972 -0.64324
H: -4.62065 -1.25870 -1.05863
H: -4.07801 -1.76932 -3.42964
H: -5.30012 -3.28240 -3.16597
H: -3.43808 -3.47577 -2.94806
H: 1.16462 2.95583 -1.57849
H: -0.18840 3.72672 -0.51246
H: 0.07065 4.43422 -3.63507

Computed properties:
HOMO in hartree: -0.3153
LUMO in eV: -1.46
Gap between HOMO and LUMO in eV: 7.12
Energy in a.u.: -3338.84229
ΔE to the lowest compared entry with this formula, charge and spin in kcal/mol: 325.24
SMILES: CCB(O)c1c(N(C(=O)F)C(=O)F)cc(B(O)OC)c2c1Sc1c(B(N)O)ccc(CCCSC(=S)N(CC)CC)c1N2CC(=O)O

Entry 3:
The following is a DFT calculation (ωB97M-V with the def2-TZVPD basis set) of a structure of composition C24H21MoN4O2 at a distorted geometry.

CARTESIAN COORDINATES (ANGSTROEM)
Mo: 0.73997 -0.38330 -0.26227
C: 4.74097 0.38271 -1.23596
C: 3.31707 0.72533 -1.38122
O: 2.44235 -0.03244 -0.65549
C: 2.74561 1.65992 -2.17061
C: 1.35593 1.91032 -2.24511
C: 0.90113 2.97144 -3.17689
N: 0.43741 1.22429 -1.50529
N: -0.81857 1.76301 -1.51164
C: -1.66001 0.98972 -0.89078
O: -1.03991 -0.12877 -0.33396
C: -3.04758 1.17702 -0.73017
C: -3.62393 2.39918 -1.14284
C: -4.98102 2.56951 -1.02527
C: -5.76759 1.53612 -0.50967
C: -5.20517 0.32774 -0.09559
C: -3.84676 0.14448 -0.19319
H: 4.95019 -0.05745 -0.26298
H: 5.35896 1.26554 -1.39247
H: 5.00318 -0.35441 -2.00405
H: 3.38767 2.27256 -2.78941
H: 1.13547 3.93933 -2.71131
H: -0.15920 2.93819 -3.38621
H: 1.48588 2.92072 -4.09656
H: -2.99730 3.18799 -1.53665
H: -5.44066 3.49989 -1.32899
H: -6.83777 1.67758 -0.42569
H: -5.83667 -0.45714 0.29634
H: -3.39870 -0.78809 0.12113
C: 0.82534 1.10799 5.14709
C: 0.82586 1.72897 3.90057
C: 0.82105 0.94165 2.76846
C: 0.80677 -0.44512 2.89309
C: 0.81285 -1.07755 4.13056
C: 0.82487 -0.28214 5.25983
N: 0.77795 -1.16133 1.67682
N: 0.70621 -2.41101 1.62316
C: 0.66817 -3.02603 0.35226
C: 0.59324 -4.40563 0.34244
C: 0.55962 -5.08412 -0.87470
C: 0.59713 -4.38964 -2.07766
C: 0.66701 -2.99462 -2.10020
C: 0.70504 -2.32927 -0.89555
H: 0.82847 1.71696 6.04159
H: 0.83412 2.80737 3.82682
H: 0.83438 1.41379 1.78199
H: 0.80937 -2.15722 4.19910
H: 0.83473 -0.74462 6.23729
H: 0.56416 -4.92649 1.29251
H: 0.50514 -6.16472 -0.88092
H: 0.56945 -4.92930 -3.01579
H: 0.68815 -2.46892 -3.04596

Computed properties:
HOMO (alpha / beta) in hartree: -0.6412 / -0.6412
LUMO (alpha / beta) in eV: -12.81 / -12.82
Gap between HOMO and LUMO (alpha / beta) in eV: 4.64 / 4.63
Energy in a.u.: -1363.70561
Charge: +3

Entry 4:
The following is a DFT calculation (ωB97M-V with the def2-TZVPD basis set) of a cluster of 2 separate species, C16H20O2 in total at a distorted geometry.

CARTESIAN COORDINATES (ANGSTROEM)
C: -2.19616 -1.04080 -2.33193
C: -2.30882 -0.04681 -1.67143
C: -2.21624 1.21632 -0.90390
C: -0.78341 1.77474 -0.77183
C: -0.26784 2.17788 -2.20961
C: 0.23369 0.78778 -0.14017
C: 0.29673 1.06031 1.42289
C: -3.01995 2.41989 -1.53260
O: -4.34609 2.29107 -0.98996
C: -4.08071 2.12062 0.37058
O: -4.53824 2.77768 1.23552
C: -3.07067 0.96206 0.39901
H: -2.02094 -1.70278 -3.14818
H: -0.72989 2.69677 -0.18238
H: 0.78941 1.91815 -2.29985
H: -0.84537 1.67494 -2.99070
H: -0.33163 3.26795 -2.31013
H: 1.25159 0.97740 -0.49124
H: -0.03893 -0.26267 -0.27867
H: 0.33425 0.14295 2.01496
H: -0.59430 1.63147 1.70756
H: 1.14359 1.72231 1.63530
H: -2.95607 2.56482 -2.60520
H: -2.63991 3.26262 -0.93341
H: -3.62296 0.04376 0.18566
H: -2.47766 0.81493 1.30121
C: 2.91529 -3.95366 0.40899
C: 3.20110 -4.25297 1.73407
C: 3.53459 -3.23699 2.61939
C: 3.58631 -1.92151 2.17853
C: 3.30939 -1.62309 0.85119
C: 2.97216 -2.63881 -0.03314
H: 2.64885 -4.74542 -0.27987
H: 3.16308 -5.27919 2.07747
H: 3.75418 -3.47024 3.65369
H: 3.84364 -1.12856 2.86963
H: 3.35441 -0.59720 0.50647
H: 2.75352 -2.40574 -1.06794

Computed properties:
HOMO in hartree: -0.3502
LUMO in eV: 0.73
Gap between HOMO and LUMO in eV: 10.26
Energy in a.u.: -772.04861
ΔE to the lowest compared entry with this formula, charge and spin in kcal/mol: 87.05
SMILES: C#C[C@@]1([C@H](C)CC)COC(=O)C1.c1ccccc1

Entry 5:
The following is a DFT calculation (ωB97M-V with the def2-TZVPD basis set) of a cluster of 2 separate species, C3H10N in total at a distorted geometry.

CARTESIAN COORDINATES (ANGSTROEM)
C: 1.13809 -0.05888 -1.37874
N: 0.02135 -0.92039 -0.91470
H: 1.91246 -0.02868 -0.59890
H: 1.53010 -0.49365 -2.29684
H: 0.74666 0.93652 -1.57273
H: -0.34749 -0.63778 0.02134
H: 0.30262 -1.89998 -0.87072
H: -0.73274 -0.83368 -1.57893
C: -1.20928 0.19445 1.77895
C: -0.26247 1.05423 1.28621
H: -2.22047 0.25522 1.36799
H: -1.04831 -0.44309 2.64579
H: -0.63778 1.86933 0.63454
H: 0.80726 1.00639 1.47674

Computed properties:
HOMO in hartree: -0.5365
LUMO in eV: -3.55
Gap between HOMO and LUMO in eV: 11.05
Energy in a.u.: -174.76157
Charge: +1
ΔE to the lowest compared entry with this formula, charge and spin in kcal/mol: 31.37

Entry 6:
The following is a DFT calculation (ωB97M-V with the def2-TZVPD basis set) of a cluster of 2 separate species, C22H26ClN7O3 in total at a distorted geometry.

CARTESIAN COORDINATES (ANGSTROEM)
N: -0.86301 -0.64235 -4.57359
C: -1.51306 -1.30468 -3.58485
N: -2.68164 -0.79614 -3.31436
C: -3.41709 -1.41481 -2.30187
C: -4.68884 -0.91891 -2.01418
C: -5.47306 -1.49687 -1.00695
C: -4.98555 -2.58291 -0.27239
Cl: -5.96629 -3.29663 0.98337
C: -3.71174 -3.09091 -0.55280
C: -2.93001 -2.51466 -1.56332
C: -1.60323 -3.01513 -1.89428
N: -0.86716 -3.97511 -1.41186
C: 0.30222 -3.91488 -2.16970
C: 1.44440 -4.83392 -1.97347
C: 2.61502 -4.79717 -2.69252
C: 3.44882 -5.85734 -2.18516
C: 2.72660 -6.46598 -1.19690
O: 1.50428 -5.85828 -1.04872
N: 0.30031 -2.95605 -3.07694
N: -0.92731 -2.38997 -2.91055
H: 0.13860 -0.79551 -4.57758
H: -1.23192 0.28716 -4.72409
H: -5.05682 -0.07781 -2.59091
H: -6.46282 -1.10528 -0.79089
H: -3.32796 -3.93608 0.01201
H: 2.84844 -4.09840 -3.49133
H: 4.44730 -6.12786 -2.51549
H: 3.07015 -7.31188 -0.60908
C: -0.25517 6.28534 3.51203
N: 0.33941 5.00519 3.13562
C: 0.39602 4.53213 1.88241
O: -0.08980 5.14913 0.94293
C: 1.09257 3.17139 1.64388
C: 0.16117 2.17035 0.92083
C: 0.83766 0.91241 0.32965
C: 1.26202 -0.12217 1.37669
C: -0.13118 0.21090 -0.62423
N: 1.59385 2.57734 2.89328
C: 2.74001 2.84717 3.51823
C: 3.73368 3.81308 2.90447
O: 2.98754 2.32287 4.59057
H: -1.30503 6.30421 3.21373
H: -0.18344 6.43104 4.59056
H: 0.26635 7.09838 3.00301
H: 0.73818 4.43262 3.86441
H: 1.93086 3.37223 0.97721
H: -0.64505 1.87035 1.59183
H: -0.29756 2.70621 0.08854
H: 1.71452 1.21488 -0.24323
H: 2.10792 0.24514 1.95367
H: 1.58134 -1.03941 0.88079
H: 0.42825 -0.35027 2.04081
H: -1.01296 -0.13323 -0.08241
H: 0.36357 -0.64520 -1.08261
H: -0.44008 0.89682 -1.41283
H: 1.01466 1.88777 3.34751
H: 4.60096 3.88524 3.55951
H: 4.05136 3.44085 1.93266
H: 3.27974 4.79560 2.79889

Computed properties:
HOMO in hartree: -0.3104
LUMO in eV: 0.12
Gap between HOMO and LUMO in eV: 8.57
Energy in a.u.: -1923.20045
SMILES: Nc1nc2ccc(Cl)cc2c2nc(-c3ccco3)nn12.CNC(=O)[C@H](CC(C)C)NC(C)=O

Entry 7:
The following is a DFT calculation (ωB97M-V with the def2-TZVPD basis set) of a cluster of 2 separate species, C4H8N2O in total at a distorted geometry.

CARTESIAN COORDINATES (ANGSTROEM)
C: -1.67729 -0.34028 -0.78135
C: -1.22282 -0.97034 0.39322
C: 1.18985 1.17331 0.28426
C: 2.02212 -0.06570 0.14038
N: -2.30916 0.80613 -0.70237
N: -0.39022 -2.06085 0.31624
O: 2.83794 -0.64483 0.70775
H: -1.29807 -0.86116 -1.71176
H: -1.39967 -0.54699 1.47778
H: 0.46635 0.90415 1.06914
H: 1.83016 1.97296 0.69035
H: 0.69984 1.46049 -0.68745
H: -2.59736 1.05805 -1.72734
H: -0.32312 -2.44129 -0.59722
H: -0.25582 -2.72464 1.06544

Computed properties:
HOMO (alpha / beta) in hartree: -0.2632 / -0.2515
LUMO (alpha / beta) in eV: 0.55 / 0.16
Gap between HOMO and LUMO (alpha / beta) in eV: 7.71 / 7.00
Energy in a.u.: -341.82628
ΔE to the lowest compared entry with this formula, charge and spin in kcal/mol: 111.30

Entry 8:
The following is a DFT calculation (ωB97M-V with the def2-TZVPD basis set) of an isolated molecule of C6H12P2 at a distorted geometry.

CARTESIAN COORDINATES (ANGSTROEM)
C: -0.09123 0.69296 0.97118
C: 0.10134 0.97811 -1.10043
C: -0.10701 -0.65136 1.60286
C: 0.23714 -0.37375 -1.74993
C: 2.65496 0.27337 0.47702
C: -2.72118 0.38472 -0.34389
P: 1.25335 1.60068 0.18132
P: -1.30851 1.60466 0.00010
H: 0.85525 -0.84979 1.90409
H: -0.42470 -1.52720 1.00804
H: -0.82077 -0.64759 2.51826
H: 1.27420 -0.60638 -1.64076
H: -0.11770 -0.09172 -2.75513
H: -0.30626 -1.15386 -1.24919
H: 3.47310 0.40481 -0.28651
H: 2.20095 -0.66757 0.18813
H: 3.09512 0.30081 1.48412
H: -2.47491 -0.70017 -0.25198
H: -3.30579 0.44011 -1.31326
H: -3.46735 0.58916 0.35597

Computed properties:
HOMO (alpha / beta) in hartree: -0.2035 / -0.3206
LUMO (alpha / beta) in eV: 0.74 / -0.79
<S²>: 2.01
Gap between HOMO and LUMO (alpha / beta) in eV: 6.27 / 7.94
Energy in a.u.: -918.29890
ΔE to the lowest compared entry with this formula, charge and spin in kcal/mol: 0.00
Multiplicity: 3

Entry 9:
The following is a DFT calculation (ωB97M-V with the def2-TZVPD basis set) of an isolated molecule of C4H4ClNOS at a distorted geometry.

CARTESIAN COORDINATES (ANGSTROEM)
C: -1.46979 -1.02888 -0.00629
C: -0.05047 -1.02042 -0.01318
C: 0.69187 0.05972 -0.04774
C: 1.86551 0.84124 0.07169
N: -1.21015 1.62457 -0.15206
O: -3.51865 0.59584 0.26183
S: -2.10931 0.48138 -0.09514
Cl: 0.74211 -2.53443 0.00301
H: -2.09302 -1.86035 -0.21627
H: 2.73214 0.06629 0.03040
H: 2.17920 1.32413 0.91438
H: 2.24055 1.45091 -0.75062

Computed properties:
HOMO in hartree: -0.3227
LUMO in eV: -1.60
Gap between HOMO and LUMO in eV: 7.18
Energy in a.u.: -1142.95215
ΔE to the lowest compared entry with this formula, charge and spin in kcal/mol: 147.52

Entry 10:
The following is a DFT calculation (ωB97M-V with the def2-TZVPD basis set) of an isolated molecule of C3H4N2O.

CARTESIAN COORDINATES (ANGSTROEM)
N: -0.57757 0.09970 1.53993
C: -0.84515 0.34700 0.29044
C: -0.71037 -0.73498 -0.66654
N: 0.39589 -0.67725 -1.31590
C: 1.14185 0.49275 -1.05865
O: 2.12814 0.57296 -0.36697
H: -0.35937 0.87384 2.15589
H: -0.44219 -0.82342 1.94942
H: -1.45962 -1.49883 -0.89927
H: 0.72841 1.34823 -1.62835

Computed properties:
HOMO in hartree: -0.3293
LUMO in eV: 0.52
Gap between HOMO and LUMO in eV: 9.48
Energy in a.u.: -301.36784
ΔE to the lowest compared entry with this formula, charge and spin in kcal/mol: 74.92

Entry 11:
The following is a DFT calculation (ωB97M-V with the def2-TZVPD basis set) of a structure of composition C13H25As2CaI at a distorted geometry.

CARTESIAN COORDINATES (ANGSTROEM)
C: 0.24149 -1.37662 -6.33759
C: 0.24446 0.11541 -6.66511
H: 1.26136 -1.76200 -6.26951
H: -0.26602 -1.94609 -7.12220
H: -0.25611 -1.58263 -5.38685
H: 0.60814 0.70686 -5.82546
H: 0.88720 0.32537 -7.52571
H: -0.75937 0.46293 -6.92044
Ca: -0.13441 -0.36313 -0.84337
C: -1.26208 0.91532 -2.49453
H: -0.44207 1.63646 -2.76769
H: -2.10422 1.40808 -1.94676
H: -1.56705 0.26765 -3.32049
I: -0.75118 -2.65554 -2.48039
C: 2.63944 -1.61095 2.64766
As: 1.17135 -1.30208 1.42907
C: 0.81142 -3.21955 1.02458
C: -0.02997 -0.37232 2.78649
C: -0.25329 -1.04353 3.99257
C: -0.99633 -0.36872 5.00889
C: -1.47578 0.91816 4.82286
C: -1.23454 1.61662 3.60659
C: -0.49094 0.96140 2.61015
As: -0.27526 1.85570 0.85435
C: -2.11495 2.65719 0.65748
C: 1.64391 2.45209 1.06283
H: 3.41801 -2.09389 2.04791
H: 2.29155 -2.25260 3.46925
H: 2.95984 -0.63047 3.00588
H: 0.99965 -3.81897 1.91636
H: -0.19850 -3.36271 0.60913
H: 1.53188 -3.50063 0.21635
H: 0.13541 -2.04084 4.13830
H: -1.17995 -0.90593 5.94584
H: -2.04615 1.41598 5.60544
H: -1.62160 2.62246 3.44746
H: -2.30208 3.38336 1.44405
H: -2.15904 3.08914 -0.36321
H: -2.84403 1.80612 0.70335
H: 1.71962 3.16923 1.87752
H: 2.26022 1.53347 1.25270
H: 1.94000 2.89018 0.08626

Computed properties:
HOMO in hartree: -0.2331
LUMO in eV: -0.27
Gap between HOMO and LUMO in eV: 6.08
Energy in a.u.: -5957.09331